Record 1
Computed, not measured: the ion C7H9N2O with charge +1 in a non-equilibrium geometry, with ωB97M-V/def2-TZVPD.

Last column: Mulliken charge in e.
Cartesian coordinates (Å):
O (0.448, 2.020, 0.229)  -0.524
N (-2.169, 0.317, 0.110)  0.183
N (1.693, -0.010, 0.094)  -0.085
C (1.425, 1.336, 0.162)  0.499
C (1.351, -1.191, -0.484)  -0.034
C (-0.688, -1.624, 0.917)  -0.624
C (0.333, -1.971, -0.224)  -0.692
C (-1.581, -0.592, 0.516)  0.383
C (2.798, 0.966, -0.011)  -0.415
C (-2.700, 1.417, -0.384)  -0.689
H (-2.035, 1.941, -1.186)  0.304
H (-1.106, -2.654, 1.088)  0.360
H (-3.668, 1.380, -0.785)  0.380
H (-0.060, -1.417, 1.831)  0.296
H (0.202, -2.848, -0.765)  0.443
H (2.028, -1.624, -1.171)  0.378
H (-2.958, 2.266, 0.276)  0.338
H (3.418, 1.057, 0.849)  0.256
H (3.270, 1.231, -1.063)  0.244

lowest unoccupied orbital energy	-3.58	eV
gap between HOMO and LUMO	9.38	eV
HOMO	-13.0	eV
charge	+1

***

Record 2
Computed, not measured: a cluster of 2 separate species, C7H9N2O in total in a non-equilibrium geometry, with ωB97M-V/def2-TZVPD.

Last column: Mulliken charge in e.
Cartesian coordinates (Å):
O (-1.479, 0.297, -0.840)  -0.258
N (2.511, 0.943, -0.878)  -0.148
N (0.269, -1.946, -0.569)  -0.347
C (3.097, -0.014, 0.052)  -0.316
C (-0.575, -1.546, 0.359)  -0.112
C (-2.652, 1.497, 0.643)  -0.442
C (-2.177, 0.297, 1.277)  -0.484
C (-1.403, -0.411, 0.276)  0.506
C (1.676, 0.208, -0.212)  -0.198
C (-2.213, 1.359, -0.685)  -0.106
H (3.528, 0.432, 0.939)  0.224
H (0.380, -1.323, -1.346)  0.348
H (3.642, -1.002, -0.256)  0.182
H (3.040, 1.535, -1.500)  0.257
H (1.037, -2.644, -0.440)  0.263
H (-3.304, 2.325, 1.029)  0.359
H (-2.386, 2.050, -1.517)  0.431
H (-2.323, 0.016, 2.251)  0.544
H (-0.667, -2.074, 1.417)  0.296

lowest unoccupied orbital energy	-4.77	eV
gap between HOMO and LUMO	7.83	eV
HOMO	-12.6	eV
charge	+1

***

Record 3
Computed, not measured: the ion C7H9N2O with charge +1 in a non-equilibrium geometry, with ωB97M-V/def2-TZVPD.

Last column: Mulliken charge in e.
Cartesian coordinates (Å):
O (-1.996, 1.145, -0.064)  -0.376
N (-2.500, -1.003, -0.070)  -0.493
N (0.319, 1.035, 0.013)  -0.295
C (-2.972, 0.173, -0.018)  -0.071
C (0.633, 2.481, 0.000)  -0.964
C (-0.807, 0.529, -0.113)  0.838
C (-0.169, -1.893, 0.162)  -0.372
C (1.894, -0.680, -0.376)  -1.184
C (1.208, -1.755, 0.195)  0.044
C (-1.083, -0.938, -0.140)  0.524
H (-0.607, -2.876, 0.385)  0.434
H (2.829, -0.300, 0.153)  0.295
H (0.242, 2.763, -0.926)  0.407
H (1.809, -0.342, -1.369)  0.439
H (1.811, -2.462, -0.360)  0.377
H (0.279, 3.106, 0.764)  0.363
H (-3.996, 0.312, 0.273)  0.404
H (1.454, -1.848, 1.357)  0.286
H (1.652, 2.554, 0.135)  0.344

lowest unoccupied orbital energy (spin up / spin down)	-5.17 / -7.84	eV
gap between HOMO and LUMO (spin up / spin down)	5.81 / 6.93	eV
HOMO (spin up / spin down)	-11.0 / -14.8	eV
expectation value of S²	2.023
charge	+1
2S+1	3

***

Record 4
Computed, not measured: the ion C7H9N2O2 with charge -1 in a non-equilibrium geometry, with ωB97M-V/def2-TZVPD.

Last column: Mulliken charge in e.
Cartesian coordinates (Å):
O (0.079, -0.127, -1.950)  -0.809
O (-1.742, -0.749, 1.888)  -0.838
N (0.729, -0.286, -0.852)  0.536
N (-1.275, -0.582, 0.599)  0.335
C (-2.282, 1.170, -0.845)  -1.043
C (-2.179, -0.338, -0.464)  -0.628
C (2.372, -0.316, 1.493)  -0.275
C (0.184, -0.358, 0.415)  0.169
C (2.094, -0.260, -0.916)  -0.450
C (2.933, -0.220, 0.228)  -0.680
C (1.012, -0.405, 1.537)  -0.654
H (2.423, -0.064, -1.850)  0.458
H (-1.716, 1.550, -1.669)  0.344
H (2.981, -0.070, 2.390)  0.307
H (-3.043, -0.837, -0.067)  0.445
H (3.951, -0.384, 0.103)  0.403
H (-3.298, 1.537, -1.055)  0.336
H (0.522, -0.362, 2.419)  0.522
H (-1.886, 1.813, -0.010)  0.243
H (-1.859, -0.713, -1.394)  0.278

lowest unoccupied orbital energy (spin up / spin down)	3.81 / 3.81	eV
gap between HOMO and LUMO (spin up / spin down)	5.69 / 5.69	eV
HOMO (spin up / spin down)	-1.9 / -1.9	eV
charge	-1

***

Record 5
Computed, not measured: the molecule C7H9N2O3P in a non-equilibrium geometry, with ωB97M-V/def2-TZVPD.

Last column: Mulliken charge in e.
Cartesian coordinates (Å):
P (-0.466, 0.427, 1.250)  0.971
O (-1.743, -0.566, 1.186)  -0.381
O (-0.808, 1.719, 1.827)  -0.710
O (1.784, -0.242, 2.059)  -0.622
N (0.638, -0.586, 2.244)  0.996
N (0.316, -1.326, 3.173)  -0.835
C (-3.084, -0.070, 1.060)  -0.711
C (1.644, 0.061, -2.814)  -0.727
C (1.421, -1.051, -2.003)  -0.391
C (0.799, -0.929, -0.790)  -0.484
C (1.613, 1.320, -2.167)  -0.336
C (1.020, 1.498, -0.924)  -0.326
C (0.458, 0.361, -0.321)  0.495
H (-3.877, -0.845, 1.466)  0.222
H (0.598, -1.874, -0.283)  0.308
H (-0.687, -1.385, 3.011)  0.329
H (-3.334, -0.012, -0.138)  0.213
H (-3.037, 0.871, 1.460)  0.429
H (1.954, 2.270, -2.538)  0.335
H (1.723, -1.962, -2.434)  0.410
H (2.038, -0.213, -3.724)  0.421
H (1.029, 2.535, -0.600)  0.392

lowest unoccupied orbital energy	0.09	eV
gap between HOMO and LUMO	9.93	eV
HOMO	-9.8	eV

***

Record 6
Computed, not measured: the ion C7H9N2S with charge +1 in a non-equilibrium geometry, with ωB97M-V/def2-TZVPD.

Last column: Mulliken charge in e.
Cartesian coordinates (Å):
S (0.522, 2.108, 1.275)  0.092
N (-0.367, -1.393, -0.043)  -0.174
N (0.242, -0.402, 2.083)  -0.047
C (1.650, -0.528, -1.252)  -1.089
C (0.983, 0.711, 1.990)  -0.253
C (-1.046, 2.144, 0.407)  -0.608
C (0.076, -0.570, -1.290)  0.190
C (-0.492, -1.250, 1.249)  0.111
C (-0.476, 0.724, -1.488)  -0.453
C (-1.262, 1.570, -0.814)  0.141
H (-1.009, -2.018, 1.934)  0.330
H (-1.113, -2.098, -0.399)  0.280
H (-1.784, 2.992, 0.822)  0.354
H (-2.098, 1.822, -1.612)  0.333
H (2.120, 0.191, -0.639)  0.362
H (1.972, -0.442, -2.372)  0.338
H (0.341, -0.779, 2.988)  0.274
H (-0.156, -1.277, -2.032)  0.454
H (1.897, -1.503, -0.808)  0.362

lowest unoccupied orbital energy (spin up / spin down)	-5.38 / -4.82	eV
gap between HOMO and LUMO (spin up / spin down)	7.09 / 7.44	eV
HOMO (spin up / spin down)	-12.5 / -12.3	eV
charge	+1

***

Record-wise relative energy (zero: lowest compared OMol25 entry of this formula, charge and spin) values, in kJ/mol: 446.18, 523.80, 184.27, 506.40, 510.17, 734.04